ORCA calculation (ωB97M-V/def2-TZVPD) on a molecular structure, C24H55AsF9O14V in a non-equilibrium geometry.

Each line ends with the Löwdin charge.
Positions of all 104 atoms, in Å:
O: -4.64815 -17.34993 0.03633  -0.2422
V: -6.20366 -17.42074 0.28078  1.0489
O: -6.99527 -17.17259 -1.02164  -0.2514
As: -4.75290 -13.88032 0.39308  0.6877
F: -3.39203 -14.71539 -0.21770  -0.2179
F: -3.78342 -12.86887 1.37314  -0.2243
F: -6.15636 -13.07210 0.98951  -0.2307
F: -5.83833 -14.85262 -0.55719  -0.2458
F: -4.86606 -15.04298 1.68475  -0.2473
F: -4.61550 -12.78339 -0.91498  -0.2265
C: -1.34565 -8.83309 5.52618  -0.1282
O: -0.74253 -9.75816 4.67975  -0.1559
C: -1.51821 -10.12064 3.57190  -0.2077
C: -2.80145 -10.81458 3.91210  -0.2321
O: -2.54903 -11.91857 4.74014  -0.1561
C: -3.63337 -12.82019 4.80130  -0.1038
H: -2.28987 -9.17853 5.95655  0.0799
H: -1.50230 -7.83112 5.10179  0.0908
H: -0.64196 -8.70768 6.35391  0.0920
H: -0.92190 -10.78219 2.94252  0.1151
H: -1.73214 -9.22510 2.96478  0.1312
H: -3.26027 -11.16924 2.97936  0.0971
H: -3.50461 -10.11874 4.39047  0.1111
H: -4.50653 -12.35970 5.28992  0.0924
H: -3.29503 -13.64321 5.42985  0.0846
H: -3.91164 -13.17336 3.80232  0.0644
C: -5.50109 -10.01018 -5.04033  -0.1048
O: -6.14077 -9.05859 -5.85303  -0.1726
C: -7.50614 -8.90569 -5.53721  -0.2044
C: -8.37919 -10.04570 -6.01698  -0.2229
O: -8.47285 -9.99698 -7.42181  -0.1982
C: -9.78524 -9.87445 -7.94418  -0.1018
H: -4.45242 -10.02338 -5.33442  0.0928
H: -5.89114 -11.02319 -5.19845  0.0695
H: -5.56663 -9.76438 -3.97749  0.0890
H: -7.83288 -8.03051 -6.10226  0.1326
H: -7.60798 -8.73449 -4.45732  0.1239
H: -9.32869 -9.89411 -5.47772  0.1274
H: -8.03774 -11.05964 -5.79231  0.1034
H: -9.75090 -10.14807 -8.99514  0.0860
H: -10.17733 -8.86152 -7.79873  0.0875
H: -10.47136 -10.57670 -7.44779  0.0853
C: -8.37143 -15.23811 1.27720  -0.0229
O: -7.26847 -16.11462 1.55461  -0.3061
C: -6.99690 -16.21935 2.94484  -0.1587
C: -5.83485 -17.13514 3.16727  -0.1768
O: -5.93631 -18.28009 2.31827  -0.2654
C: -4.88473 -19.23343 2.55804  -0.0363
H: -8.19904 -14.25091 1.69407  0.1000
H: -9.27954 -15.68623 1.69638  0.1076
H: -8.50454 -15.20221 0.20142  0.0997
H: -7.89784 -16.58431 3.44869  0.1446
H: -6.76956 -15.23180 3.35062  0.1483
H: -5.83456 -17.44055 4.21988  0.1473
H: -4.87178 -16.64871 2.99838  0.1295
H: -3.94288 -18.86413 2.14431  0.1040
H: -5.12291 -20.12746 1.98076  0.1034
H: -4.82664 -19.48312 3.61314  0.1040
C: -5.95014 -10.43729 2.57192  -0.1330
O: -5.88507 -9.54145 3.65445  -0.1720
C: -5.62520 -8.25150 3.17048  -0.2305
C: -5.38200 -7.26556 4.25875  -0.2222
O: -4.44735 -7.69972 5.21864  -0.1845
C: -4.35908 -6.75926 6.23845  -0.1335
H: -6.85075 -10.26482 1.96717  0.0947
H: -5.80084 -11.44645 2.93865  0.0685
H: -5.13755 -10.30426 1.83502  0.0858
H: -6.46021 -7.89830 2.55237  0.1335
H: -4.71014 -8.30327 2.55587  0.1290
H: -6.33199 -7.04001 4.77627  0.1293
H: -5.05638 -6.30949 3.82135  0.1322
H: -5.31370 -6.60573 6.76036  0.0916
H: -3.98714 -5.79715 5.85170  0.0944
H: -3.64633 -7.07336 7.00352  0.0871
C: -6.62539 -13.13175 -7.47796  -0.0898
O: -7.13588 -14.41985 -7.77539  -0.1695
C: -8.32839 -14.75057 -7.12775  -0.2264
C: -8.31123 -14.82593 -5.62241  -0.2239
O: -7.53836 -15.94356 -5.24008  -0.1752
C: -7.07785 -15.91573 -3.90959  -0.1185
H: -5.82996 -12.95624 -8.20167  0.0946
H: -6.16807 -13.10059 -6.48450  0.0784
H: -7.37812 -12.34855 -7.62069  0.0777
H: -8.57217 -15.75522 -7.49061  0.1309
H: -9.15434 -14.11454 -7.48378  0.1241
H: -9.35242 -14.91781 -5.27626  0.1279
H: -7.87939 -13.91924 -5.17591  0.1132
H: -6.59717 -16.87171 -3.71163  0.0797
H: -7.93100 -15.82403 -3.22404  0.0784
H: -6.34482 -15.12714 -3.70066  0.0954
C: -0.77344 -10.97439 0.05547  -0.0586
C: -1.27096 -11.19781 -1.35623  -0.1862
O: -0.20496 -10.84323 -2.26263  0.0459
C: -0.44289 -11.07074 -3.52516  -0.4293
O: -1.41902 -11.56542 -3.98967  0.1755
C: 0.71735 -10.57623 -4.42014  -0.5354
F: 1.85687 -10.41547 -3.75475  0.1692
F: 0.93596 -11.44417 -5.41798  0.1610
F: 0.38460 -9.38947 -4.96443  0.1556
H: -1.58942 -11.13583 0.75338  0.0592
H: -0.44579 -9.92972 0.11614  0.0861
H: 0.12131 -11.54573 0.29779  0.0871
H: -2.13260 -10.55611 -1.53758  0.1340
H: -1.55466 -12.23902 -1.50826  0.1286

- LUMO (Eh) = -0.0956
- net charge = 0
- HOMO energy (eV) = -9.07
- gap between HOMO and LUMO (eV) = 6.47

---

ORCA calculation (ωB97M-V/def2-TZVPD) on a molecular structure, C14H18IrN4S2.

Each line ends with the natural charge from an NBO analysis.
Positions of all 39 atoms, in Å:
Ir: 0.30517 -0.07861 0.26733  0.7401
C: -2.41751 1.16931 -0.18194  -0.4294
N: -1.71659 0.35878 0.85584  -0.4355
C: -1.82424 1.07858 2.15670  -0.4213
C: -2.39645 -0.96063 0.99512  -0.2579
C: -2.02388 -1.85249 -0.15771  -0.2514
N: -0.53281 -1.95202 -0.25432  -0.4292
C: -0.18233 -2.50098 -1.59467  -0.4205
C: -0.01836 -2.88598 0.79885  -0.4444
H: -3.45368 1.32439 0.12462  0.2342
H: -2.39645 0.66747 -1.14556  0.2226
H: -1.93659 2.13968 -0.27575  0.2266
H: -2.86751 1.09338 2.47726  0.2331
H: -1.47809 2.10207 2.03132  0.2292
H: -1.22244 0.57308 2.90941  0.2222
H: -3.47772 -0.81454 1.04367  0.2537
H: -2.08310 -1.39796 1.94349  0.2282
H: -2.39593 -1.47198 -1.10742  0.2351
H: -2.43867 -2.85274 -0.01785  0.2511
H: -0.71497 -3.44219 -1.74136  0.2357
H: 0.88587 -2.69377 -1.64762  0.2293
H: -0.47435 -1.79293 -2.36654  0.2343
H: -0.57214 -3.82550 0.74507  0.2449
H: -0.14718 -2.46187 1.79505  0.2225
H: 1.03690 -3.07651 0.62018  0.2408
S: 2.35639 -0.63054 -0.69281  0.2561
C: 2.73468 0.25492 0.69565  -0.1575
C: 3.71371 -0.22405 1.61747  -0.1820
C: 3.93404 0.41700 2.79434  -0.0015
C: 4.91498 -0.07511 3.71230  0.1822
N: 5.69108 -0.47776 4.45659  -0.0991
C: 3.16672 1.59715 3.14987  -0.0305
C: 2.21541 2.08293 2.31416  -0.1653
C: 1.96455 1.45594 1.04952  -0.2378
S: 0.77828 2.10407 0.00495  0.4112
C: 3.42236 2.24434 4.40100  0.1852
N: 3.61530 2.75257 5.41217  -0.1062
H: 4.27821 -1.10906 1.35642  0.2778
H: 1.66089 2.97380 2.57716  0.2732

- expectation value of S² = 0.7719
- LUMO (spin up / spin down) (Eh) = -0.3683 / -0.3695
- energy above the lowest of the compared OMol25 structures with the same formula, charge and spin (kcal/mol) = 0.00
- multiplicity = 2
- net charge = +2
- HOMO energy (spin up / spin down) (eV) = -16.51 / -16.39
- gap between HOMO and LUMO (spin up / spin down) (eV) = 6.49 / 6.33

---

ORCA calculation (ωB97M-V/def2-TZVPD) on a molecular structure, C55H50IN6NaOP2Si in a non-equilibrium geometry.

Each line ends with the Löwdin charge.
Positions of all 117 atoms, in Å:
Na: 0.45881 -2.01812 -0.97158  0.2427
C: -4.44624 1.17913 -1.04731  -0.1743
Si: -2.58140 1.30615 -0.86632  0.7213
C: -2.10571 3.05286 -1.56536  -0.2502
C: -3.08160 3.79923 -2.21048  -0.0903
C: -2.80659 5.06599 -2.75957  -0.0733
C: -1.52690 5.57572 -2.64582  -0.0883
C: -0.54316 4.89736 -1.93509  -0.0766
C: -0.85860 3.63696 -1.40024  -0.3548
P: 0.27831 2.63555 -0.35873  1.1394
C: 1.79149 2.38316 -1.38741  -0.3477
C: 2.87168 1.84701 -0.65537  -0.1112
C: 4.09150 1.85158 -1.24284  -0.1079
C: 4.25152 2.29028 -2.56077  -0.1213
C: 3.24440 2.82761 -3.27087  -0.1014
C: 2.00141 2.89637 -2.65393  -0.0878
C: 0.92156 3.95594 0.74650  -0.3462
C: 2.14974 4.65550 0.56547  -0.0696
C: 2.58596 5.45273 1.60502  -0.1015
C: 1.84504 5.68297 2.77148  -0.0843
C: 0.62126 4.99697 2.90294  -0.0790
C: 0.21086 4.10150 1.90988  -0.1428
C: -2.40913 1.36580 1.07363  -0.2507
C: -3.23554 2.35688 1.67278  -0.1131
C: -3.50576 2.39018 3.02291  -0.0926
C: -2.89422 1.50665 3.88023  -0.0839
C: -2.08116 0.52779 3.35534  -0.1080
C: -1.85861 0.45775 1.97258  -0.3844
P: -0.57226 -0.72810 1.44662  1.1407
C: -1.06673 -2.16889 2.53244  -0.3221
C: -0.13009 -2.99830 3.17812  -0.0902
C: -0.46746 -4.04128 4.04588  -0.0873
C: -1.81541 -4.25832 4.24972  -0.1059
C: -2.77990 -3.48458 3.60567  -0.0997
C: -2.42158 -2.47325 2.77171  -0.1215
C: 0.97488 -0.05310 2.18457  -0.3419
C: 2.10139 -0.84788 1.94401  -0.1430
C: 3.36889 -0.49148 2.36790  -0.0644
C: 3.50886 0.75349 3.04192  -0.0585
C: 2.36877 1.55955 3.22289  -0.0711
C: 1.11684 1.16068 2.80051  -0.1062
H: -4.90087 2.10167 -0.64867  0.0407
H: -4.67696 1.11219 -2.08392  0.0170
H: -4.80204 0.25514 -0.61439  0.0362
H: -4.07149 3.43615 -2.30681  0.0751
H: -3.61260 5.63642 -3.24015  0.1064
H: -1.30001 6.50814 -3.18289  0.1081
H: 0.38942 5.35157 -1.81118  0.0865
H: 2.72956 1.43986 0.32476  0.0830
H: 4.94117 1.53886 -0.62644  0.1129
H: 5.22276 2.18429 -3.03739  0.1032
H: 3.40183 3.14030 -4.32414  0.1238
H: 1.05737 3.25928 -3.14871  0.1196
H: 2.80576 4.59503 -0.30719  0.1105
H: 3.56698 5.93848 1.44735  0.1081
H: 2.18970 6.31086 3.58908  0.0970
H: -0.02290 5.19921 3.78000  0.1101
H: -0.75048 3.59636 2.03826  0.0931
H: -3.73822 3.02334 0.97847  0.0926
H: -4.14671 3.21891 3.39110  0.1172
H: -3.13669 1.51756 4.94858  0.1118
H: -1.69427 -0.15896 4.06133  0.1023
H: 0.93338 -2.75913 3.05733  0.0932
H: 0.35723 -4.66538 4.48897  0.1268
H: -2.13526 -5.02083 4.95337  0.1025
H: -3.81802 -3.70501 3.73164  0.0983
H: -3.21154 -1.90159 2.31227  0.1080
H: 1.98754 -1.74236 1.33355  0.0717
H: 4.23204 -1.09276 2.18461  0.0796
H: 4.46145 1.20106 3.31985  0.0999
H: 2.41454 2.52876 3.70456  0.1028
H: 0.31577 1.83446 2.86827  0.0657
C: -2.90239 -1.22860 -2.07252  -0.2310
N: -2.72215 -1.96765 -0.83665  -0.0262
C: -2.96553 -3.39966 -1.08132  -0.1210
C: -2.02401 -4.20238 -0.22605  -0.2884
N: -0.71011 -4.03014 -0.17898  0.1521
C: -0.20074 -5.00227 0.66821  -0.2474
C: 1.11241 -5.23777 1.02538  -0.0192
C: 1.28766 -6.29643 1.89249  -0.0817
C: 0.20564 -7.01135 2.51172  -0.0705
C: -1.11497 -6.73604 2.12969  -0.0150
C: -1.24907 -5.73246 1.18195  -0.1965
N: -2.39999 -5.19074 0.60707  0.1819
C: -1.96395 -0.04362 -2.09102  -0.5058
N: -0.55021 -0.51333 -2.09575  -0.0143
C: -0.03799 -0.03308 -3.29067  -0.2877
C: 1.25835 -0.12421 -3.84735  -0.0608
C: 1.56794 0.50982 -5.05301  -0.1482
C: 0.62723 1.29743 -5.74533  -0.1425
C: -0.67866 1.43038 -5.22013  -0.0394
C: -0.96042 0.67117 -4.07713  -0.2187
N: -2.21315 0.63657 -3.40358  0.0559
H: -3.98854 -0.86314 -2.08549  0.1101
H: -2.63594 -1.84681 -2.94334  0.1254
H: -1.77755 -1.78367 -0.51203  -0.0005
H: -2.81268 -3.73908 -2.11574  0.1220
H: -4.00716 -3.68889 -0.83409  0.1247
H: 1.99248 -4.67435 0.67883  0.1024
H: 2.29766 -6.49575 2.22728  0.0976
H: 0.48556 -7.70565 3.26400  0.0879
H: -1.88857 -7.20275 2.71009  0.1080
H: -3.34770 -5.42504 0.83318  0.1621
H: 2.01042 -0.55944 -3.17196  0.0783
H: 2.61112 0.65642 -5.36581  0.0906
H: 0.92561 1.84905 -6.66134  0.0914
H: -1.48810 1.96962 -5.74738  0.1079
H: -3.04224 0.31848 -3.89122  0.1209
N: 4.46240 -1.54557 -2.17837  0.2136
C: 3.78782 -2.41624 -1.40420  -0.6579
O: 2.81891 -2.07424 -0.75390  -0.0118
C: 4.31937 -3.83833 -1.34000  -0.5380
I: 5.63227 -3.96932 0.34950  0.8032
H: 4.08960 -0.63031 -2.37731  0.0953
H: 5.24662 -1.90182 -2.62988  0.0866
H: 4.90275 -4.17233 -2.21821  0.0555
H: 3.47642 -4.54444 -1.15014  0.0547

- LUMO (Eh) = -0.0106
- net charge = 0
- HOMO energy (eV) = -5.35
- gap between HOMO and LUMO (eV) = 5.06

---

ORCA calculation (ωB97M-V/def2-TZVPD) on a molecular structure, C5H20F2N10O5V in a non-equilibrium geometry.

Each line ends with the natural charge from an NBO analysis.
Positions of all 43 atoms, in Å:
V: -0.06997 0.37852 0.14135  1.6621
F: 0.50293 2.15917 0.65697  -0.6706
F: -0.68417 -1.46631 -0.28414  -0.7376
C: -0.37628 1.81020 -2.90746  0.8080
O: -0.50735 1.24328 -1.83396  -0.6408
N: -0.39281 3.16481 -3.02881  -0.8292
N: -0.21502 1.11349 -4.06947  -0.8321
H: -0.37092 3.73977 -2.20359  0.4252
H: -0.09392 3.61534 -3.87583  0.3916
H: -0.28741 0.11273 -4.07818  0.4212
H: -0.13303 1.57568 -4.95670  0.3941
C: -1.30664 -0.41876 3.23402  0.8135
O: -0.88842 0.12568 2.22127  -0.6453
N: -1.62481 -1.76602 3.19456  -0.8562
N: -1.58267 0.21839 4.40064  -0.8198
H: -2.05738 -2.20695 3.98451  0.3944
H: -1.30954 -2.27006 2.38533  0.4212
H: -1.92098 -0.33416 5.16728  0.3934
H: -1.41350 1.19785 4.53000  0.4256
C: 2.08602 -1.65922 1.40274  0.8078
O: 1.32719 -0.70274 1.35035  -0.6406
N: 3.23172 -1.65333 2.13181  -0.8262
N: 1.82099 -2.77854 0.67172  -0.8520
H: 3.82403 -2.45670 2.22953  0.4014
H: 3.55181 -0.77372 2.49767  0.4228
H: 2.39757 -3.60092 0.68029  0.3947
H: 0.91539 -2.84026 0.22408  0.4512
C: -3.28106 0.59303 0.05423  0.8250
O: -2.09348 0.90548 0.07270  -0.6432
N: -3.69580 -0.65359 0.40537  -0.8213
N: -4.25316 1.51119 -0.21338  -0.8177
H: -3.00767 -1.29355 0.75995  0.4303
H: -4.66536 -0.90828 0.38142  0.3949
H: -3.99132 2.47492 -0.29743  0.4204
H: -5.21044 1.24354 -0.07959  0.3954
C: 2.75742 0.08221 -1.65337  0.8236
O: 1.64918 0.07255 -1.13281  -0.6656
N: 3.69956 -0.84574 -1.33135  -0.8281
N: 3.10252 0.97867 -2.61349  -0.8172
H: 4.62815 -0.81821 -1.70775  0.3989
H: 3.42349 -1.56141 -0.68492  0.4142
H: 2.49483 1.75065 -2.80881  0.4162
H: 4.02028 0.94131 -3.01675  0.3963

- expectation value of S² = 2.0046
- LUMO (spin up / spin down) (Eh) = -0.0659 / -0.0659
- energy above the lowest of the compared OMol25 structures with the same formula, charge and spin (kcal/mol) = 0.00
- multiplicity = 3
- net charge = +1
- HOMO energy (spin up / spin down) (eV) = -11.44 / -12.46
- gap between HOMO and LUMO (spin up / spin down) (eV) = 9.65 / 10.67

---

> Look up the net charge of the first one.

0

---

> Among the records above, which one has the highest net charge?

C14H18IrN4S2

---

What did the second record say?
ORCA calculation (ωB97M-V/def2-TZVPD) on a molecular structure, C14H18IrN4S2.

Each line ends with the natural charge from an NBO analysis.
Positions of all 39 atoms, in Å:
Ir: 0.30517 -0.07861 0.26733  0.7401
C: -2.41751 1.16931 -0.18194  -0.4294
N: -1.71659 0.35878 0.85584  -0.4355
C: -1.82424 1.07858 2.15670  -0.4213
C: -2.39645 -0.96063 0.99512  -0.2579
C: -2.02388 -1.85249 -0.15771  -0.2514
N: -0.53281 -1.95202 -0.25432  -0.4292
C: -0.18233 -2.50098 -1.59467  -0.4205
C: -0.01836 -2.88598 0.79885  -0.4444
H: -3.45368 1.32439 0.12462  0.2342
H: -2.39645 0.66747 -1.14556  0.2226
H: -1.93659 2.13968 -0.27575  0.2266
H: -2.86751 1.09338 2.47726  0.2331
H: -1.47809 2.10207 2.03132  0.2292
H: -1.22244 0.57308 2.90941  0.2222
H: -3.47772 -0.81454 1.04367  0.2537
H: -2.08310 -1.39796 1.94349  0.2282
H: -2.39593 -1.47198 -1.10742  0.2351
H: -2.43867 -2.85274 -0.01785  0.2511
H: -0.71497 -3.44219 -1.74136  0.2357
H: 0.88587 -2.69377 -1.64762  0.2293
H: -0.47435 -1.79293 -2.36654  0.2343
H: -0.57214 -3.82550 0.74507  0.2449
H: -0.14718 -2.46187 1.79505  0.2225
H: 1.03690 -3.07651 0.62018  0.2408
S: 2.35639 -0.63054 -0.69281  0.2561
C: 2.73468 0.25492 0.69565  -0.1575
C: 3.71371 -0.22405 1.61747  -0.1820
C: 3.93404 0.41700 2.79434  -0.0015
C: 4.91498 -0.07511 3.71230  0.1822
N: 5.69108 -0.47776 4.45659  -0.0991
C: 3.16672 1.59715 3.14987  -0.0305
C: 2.21541 2.08293 2.31416  -0.1653
C: 1.96455 1.45594 1.04952  -0.2378
S: 0.77828 2.10407 0.00495  0.4112
C: 3.42236 2.24434 4.40100  0.1852
N: 3.61530 2.75257 5.41217  -0.1062
H: 4.27821 -1.10906 1.35642  0.2778
H: 1.66089 2.97380 2.57716  0.2732

- expectation value of S² = 0.7719
- LUMO (spin up / spin down) (Eh) = -0.3683 / -0.3695
- energy above the lowest of the compared OMol25 structures with the same formula, charge and spin (kcal/mol) = 0.00
- multiplicity = 2
- net charge = +2
- HOMO energy (spin up / spin down) (eV) = -16.51 / -16.39
- gap between HOMO and LUMO (spin up / spin down) (eV) = 6.49 / 6.33